No. 1
Below is a cluster of 2 separate species, C2H5F2PS in total at a distorted geometry, with properties calculated with ωB97M-V/def2-TZVPD.

Values from the calculation:
Total charge: 0
Energy relative to the best compared isomer or geometry (same formula, charge and spin): 4.049 eV
Multiplicity: 1
LUMO level (spin up / spin down): -0.1119 / -0.1119 Eh
Electronic energy: -1018.385083 a.u.
HOMO-LUMO gap (spin up / spin down): 7.04 / 7.04 eV

The geometry in XYZ format:
```
11
Properties=species:S:1:pos:R:3:forces:R:3:mulliken_charge:R:1
C -1.40001 0.08757 0.30376 0.4 2.1 2.7 -1.00
C -0.29226 -0.68442 -0.35493 -0.4 0.3 -0.5 -0.41
F 1.51256 2.77316 0.10566 -0.3 -2.7 -0.3 -0.60
F 2.06205 0.04095 -1.61415 -1.0 0.1 2.0 -0.19
P 1.44345 -0.01608 -0.12279 1.9 0.0 0.3 0.70
S 2.61308 -0.71299 1.29705 -1.8 1.2 -2.1 -0.19
H -1.76329 -0.53369 1.11233 -0.8 -0.2 -0.2 0.30
H -1.00594 0.93197 0.92912 -0.1 -0.4 -0.7 0.33
H -2.18770 0.56577 -0.26585 0.0 -0.5 -0.5 0.31
H -0.48312 -0.76455 -1.40637 0.4 0.2 -0.8 0.35
H -0.49881 -1.68767 0.01617 1.5 -0.3 0.1 0.40
```
Forces are in eV/Å.


No. 2
Below is a structure of composition C14H22BrClN2O4PdSb at a distorted geometry, with properties calculated with ωB97M-V/def2-TZVPD.

Values from the calculation:
Total charge: -1
Energy relative to the best compared isomer or geometry (same formula, charge and spin): 1.688 eV
Multiplicity: 1
LUMO level (spin up / spin down): 0.0493 / 0.0662 Eh
Electronic energy: -4359.550081 a.u.
HOMO-LUMO gap (spin up / spin down): 6.87 / 6.96 eV

The geometry in XYZ format:
```
46
Properties=species:S:1:pos:R:3:forces:R:3:mulliken_charge:R:1
Pd 0.41143 0.46113 -0.78591 0.7 -0.3 2.1 0.59
N 2.21249 -1.25476 0.10197 0.0 -0.3 -0.3 -0.37
N 1.43405 -2.08170 0.94218 0.4 -0.3 -0.2 -0.18
C 0.04002 -1.88319 1.09356 0.7 -0.7 0.3 0.47
O -0.58208 -2.82706 1.55826 -0.2 -0.2 0.2 -0.77
O -0.42318 -0.72651 0.84257 -0.4 1.1 -1.2 -0.66
H 2.29336 -1.62220 -0.85589 -0.2 0.2 0.5 0.22
H 3.13448 -1.10921 0.50722 -0.3 0.0 0.0 0.24
H 1.66489 -3.07246 0.95430 -0.1 0.3 -0.1 0.25
Cl 1.64655 2.19286 -1.61623 0.0 0.2 -0.7 -0.51
C 2.62590 3.92039 3.00797 0.0 0.0 0.0 -1.20
C 1.27592 3.78746 2.33340 0.2 -0.5 -0.4 -0.81
Sb 0.80459 1.72038 1.64896 -1.5 0.6 0.4 0.70
C 0.50738 0.78536 3.62678 0.4 0.0 -0.5 -0.84
C -0.15740 1.66653 4.66375 0.1 0.1 -0.2 -1.08
C -1.30482 2.27955 1.36142 0.4 -0.1 0.2 -0.87
C -1.63477 2.58011 -0.09306 0.1 -0.3 -0.2 -0.83
H 2.82716 4.95904 3.27724 0.1 0.0 0.1 0.37
H 3.41375 3.57979 2.34088 0.2 0.0 0.0 0.30
H 2.67034 3.32149 3.91498 0.1 -0.1 0.2 0.28
H 1.24799 4.40476 1.43593 -0.1 0.0 -0.1 0.46
H 0.47934 4.12494 2.99415 -0.2 -0.2 0.0 0.42
H 1.48965 0.46607 3.97711 0.0 -0.1 0.0 0.52
H -0.08749 -0.10566 3.43515 0.1 -0.1 -0.2 0.39
H 0.42495 2.56832 4.83317 0.0 0.2 0.1 0.21
H -0.24182 1.13751 5.61403 -0.1 0.0 0.1 0.42
H -1.15423 1.95667 4.34295 -0.1 0.1 0.0 0.27
H -1.50581 3.15371 1.99007 0.0 -0.1 0.0 0.53
H -1.89548 1.43669 1.72046 0.0 0.0 0.1 0.40
H -0.95911 3.33925 -0.50035 -0.1 -0.2 -0.1 0.28
H -2.66070 2.93904 -0.19520 -0.1 0.0 0.0 0.39
H -1.55178 1.65789 -0.71118 -0.1 0.6 0.2 0.17
Br -4.24438 -3.37652 -5.81671 0.0 0.0 0.0 -0.24
C -2.52667 -3.45802 -4.98727 -0.2 0.0 -0.2 0.10
C -1.73712 -4.57111 -5.21035 -0.1 0.0 -0.1 -0.37
C -0.48691 -4.62996 -4.62031 0.0 0.0 0.0 -0.49
C -0.04509 -3.58696 -3.82837 0.0 0.1 0.1 -0.54
C -0.85501 -2.47963 -3.60473 0.1 0.0 0.0 0.16
C -2.10939 -2.41101 -4.19320 0.0 0.0 0.1 -0.31
C -0.35701 -1.35373 -2.72368 0.1 -0.1 -0.2 1.06
O -1.18555 -0.51842 -2.30177 0.0 0.3 0.1 -0.90
O 0.86698 -1.34106 -2.47640 0.3 -0.1 0.2 -0.81
H -2.09570 -5.37523 -5.83346 0.0 -0.1 -0.1 0.39
H 0.13424 -5.49765 -4.78970 0.1 -0.1 0.0 0.37
H 0.92793 -3.60722 -3.36299 0.1 0.0 0.0 0.38
H -2.73186 -1.54967 -4.01169 -0.1 0.1 0.0 0.48
```
Forces are in eV/Å.


No. 3
Below is a cluster of 2 separate species, C3H6N2 in total at a distorted geometry, with properties calculated with ωB97M-V/def2-TZVPD.

Values from the calculation:
Total charge: 0
Energy relative to the best compared isomer or geometry (same formula, charge and spin): 5.133 eV
Multiplicity: 1
LUMO level: 0.0373 Eh
Electronic energy: -227.236205 a.u.
HOMO-LUMO gap: 8.92 eV

The geometry in XYZ format:
```
11
Properties=species:S:1:pos:R:3:forces:R:3:mulliken_charge:R:1
C 1.18093 -0.88396 0.06126 -1.4 -0.6 0.1 -0.38
C -2.45464 0.36590 -0.62954 -0.3 -0.4 0.9 -0.40
C -2.72988 0.36104 0.54117 0.5 0.4 -0.9 -0.37
N 1.68448 1.49755 -0.10874 0.2 0.0 -0.9 -0.87
N 1.01567 0.41864 0.14039 1.1 -0.3 0.7 0.32
H 1.94836 -1.26791 -0.60947 -0.2 0.0 0.4 0.25
H 0.36671 -1.52091 0.55827 1.5 1.1 -1.1 0.23
H -2.26855 0.21831 -1.65807 0.1 0.1 -0.4 0.39
H -2.85946 0.52117 1.57426 -0.2 -0.1 0.4 0.39
H 2.47598 1.19234 -0.63740 1.1 0.0 -0.5 0.18
H 0.28042 0.75794 0.67330 -2.4 -0.2 1.3 0.27
```
Forces are in eV/Å.


No. 4
Below is a structure of composition H12LiO6 at a distorted geometry, with properties calculated with ωB97M-V/def2-TZVPD.

Values from the calculation:
Total charge: +1
Energy relative to the best compared isomer or geometry (same formula, charge and spin): 0.648 eV
Multiplicity: 1
LUMO level: -0.1190 Eh
Electronic energy: -466.037338 a.u.
HOMO-LUMO gap: 11.74 eV

The geometry in XYZ format:
```
19
Properties=species:S:1:pos:R:3:forces:R:3:mulliken_charge:R:1
Li 0.00681 0.10353 0.40472 0.1 0.2 0.5 0.87
O 1.87797 0.89636 -0.38983 0.6 0.5 1.0 -0.53
H 2.38545 1.33172 0.32305 -0.7 -0.4 0.2 0.27
H 2.47025 1.12285 -1.09502 0.1 0.0 -1.3 0.26
O -1.17746 1.51977 -0.40842 0.7 -0.8 -0.9 -0.69
H -1.11062 0.92162 -1.23391 -0.7 1.2 1.8 0.41
H -1.90239 1.20749 0.13746 -0.4 0.0 -0.3 0.38
O 1.08492 -1.57775 0.36625 0.4 -1.2 0.3 -0.62
H 1.57733 -1.10833 -0.30759 0.7 0.1 -0.2 0.36
H 1.67003 -2.32147 0.65311 -0.9 1.0 -0.3 0.28
O -1.81926 -1.13230 0.51325 0.3 0.6 1.0 -0.51
H -2.06728 -1.52623 -0.30168 -0.3 -0.6 -1.3 0.26
H -2.48233 -1.45138 1.12713 -0.1 0.0 0.3 0.27
O 0.35822 0.78282 2.37499 -0.5 -1.1 -0.7 -0.59
H 0.68011 1.58208 2.77792 -0.2 0.4 0.5 0.29
H -0.31463 0.35521 2.93222 0.6 0.6 0.1 0.31
O -0.59139 -0.10169 -2.30959 0.0 -1.4 0.2 -0.61
H -0.20513 0.41663 -2.99364 0.5 0.8 -1.0 0.28
H -0.44059 -1.02091 -2.57043 -0.1 0.1 0.1 0.31
```
Forces are in eV/Å.


No. 5
Below is the molecule C5H8O at a distorted geometry, with properties calculated with ωB97M-V/def2-TZVPD.

Values from the calculation:
Total charge: 0
Energy relative to the best compared isomer or geometry (same formula, charge and spin): 1.846 eV
Multiplicity: 1
LUMO level: 0.0434 Eh
SMILES string: C1C[C@@H]2C[C@@H]2O1
Electronic energy: -270.490065 a.u.
HOMO-LUMO gap: 10.53 eV

The geometry in XYZ format:
```
14
Properties=species:S:1:pos:R:3:forces:R:3:mulliken_charge:R:1
C 1.63921 0.17334 -0.32035 -0.1 0.2 0.0 -0.76
C 0.55070 0.17919 0.79891 0.1 0.0 0.0 -0.27
C -0.73779 0.86507 0.30234 0.1 0.1 -0.1 -0.50
C -1.50710 -0.30424 -0.32653 -0.2 0.2 0.1 -0.41
O -0.49192 -1.10673 -0.92837 0.0 0.0 -0.1 -0.42
C 0.66343 -0.95086 -0.15091 0.1 -0.3 0.1 0.02
H 1.49307 1.00272 -1.00377 -0.3 -0.4 -0.3 0.21
H 2.69127 -0.13558 -0.31887 -0.4 0.3 0.9 0.29
H 0.64081 0.03781 1.87798 0.5 0.2 -0.4 0.35
H -0.48888 1.55366 -0.51067 -0.1 0.1 0.2 0.17
H -1.30420 1.42291 1.05720 0.2 -0.3 0.0 0.37
H -2.20395 0.02279 -1.10533 0.1 -0.1 0.1 0.30
H -2.06993 -0.89441 0.41552 0.2 0.1 -0.1 0.27
H 1.12527 -1.86567 0.21286 -0.2 -0.1 -0.3 0.39
```
Forces are in eV/Å.


No. 6
Below is the molecule C3HCl4NOS at a distorted geometry, with properties calculated with ωB97M-V/def2-TZVPD.

Values from the calculation:
Total charge: 0
Energy relative to the best compared isomer or geometry (same formula, charge and spin): 0.000 eV
Multiplicity: 1
LUMO level: -0.0003 Eh
SMILES string: O=C1NSC(Cl)(Cl)C1(Cl)Cl
Electronic energy: -2483.845908 a.u.
HOMO-LUMO gap: 9.29 eV

The geometry in XYZ format:
```
11
Properties=species:S:1:pos:R:3:forces:R:3:mulliken_charge:R:1
C -0.15812 0.27235 1.24290 0.1 0.6 -0.9 0.29
C -0.77128 0.49434 -0.29380 1.0 -1.1 1.7 0.16
C 0.38975 -0.09175 -1.15131 0.2 0.3 0.6 0.24
N 0.77558 -0.75037 1.25758 -0.5 -0.1 -1.1 -0.19
O -0.38952 0.98277 2.16615 -0.6 0.1 0.2 -0.48
S 0.94434 -1.59746 -0.22200 -0.1 0.6 -1.1 0.04
Cl -2.10059 -0.72269 -0.36696 -0.1 0.9 0.0 -0.08
Cl -1.24146 2.18138 -0.59025 0.1 -1.3 0.1 -0.08
Cl -0.01074 -0.49868 -2.76698 -0.6 -0.7 -1.0 -0.09
Cl 1.66909 1.12091 -1.29420 0.5 0.3 0.6 -0.11
H 0.89292 -1.39079 2.01887 -0.1 0.4 0.8 0.30
```
Forces are in eV/Å.


Q: Look up the total charge of the fourth one.
A: +1


Q: Number 6 is which compound?
A: C3HCl4NOS